C32H81N7O14 | ωB97M-V/def2-TZVPD

Each line ends with the Mulliken charge.
Geometry (Å):
O (-2.2012, -2.8485, -3.2263)  -0.461
O (1.7953, -1.2620, -0.4513)  -0.901
O (4.3054, -4.4409, 2.4372)  -0.585
O (-1.3787, -3.4531, 3.1152)  0.179
O (-1.6173, 1.8574, 4.0942)  -0.034
O (2.4909, -3.2993, 2.4736)  -0.447
O (1.4777, 0.0004, 1.3430)  -0.634
O (6.0264, 5.9205, 1.1534)  -0.395
O (0.7021, 4.7778, 1.7302)  -0.417
O (-2.9309, -7.0398, -7.8368)  -0.335
O (-2.3336, 2.1932, -3.7479)  -0.472
O (3.3945, 2.8166, -3.5382)  -0.395
O (-5.1278, -2.4768, 0.3903)  -0.433
O (2.2370, 1.6229, 5.6191)  -0.390
N (2.5693, 6.9137, 0.0599)  -0.316
N (-2.2640, -3.9057, -5.9199)  -0.354
N (1.1916, -0.9366, 0.5903)  0.896
N (3.7259, -3.3850, 2.4652)  0.930
N (0.9244, -1.7396, 4.7639)  0.125
N (0.9321, 1.5353, -2.3921)  -0.084
N (-4.2086, -0.6216, 3.3815)  -0.400
C (-1.6792, -2.2795, -2.1071)  -0.410
C (-3.0710, -2.8669, -5.5696)  -0.587
C (-4.1585, -2.0021, 1.3204)  0.550
C (2.2681, 0.4329, 4.8407)  -0.213
C (-2.1711, -5.9645, -7.2966)  -0.275
C (-0.7695, -3.6447, 4.3703)  -0.877
C (1.0825, -0.3810, 5.2895)  0.089
C (-1.1498, 2.5120, 5.2834)  -1.074
C (-3.0340, -4.7518, -6.9296)  -0.759
C (0.6993, 5.3978, 0.4757)  0.076
C (0.5691, 3.3485, 1.5728)  0.110
C (1.2887, 6.8110, 0.7764)  -0.982
C (2.0211, 2.1002, -1.6604)  0.499
C (0.0387, -1.7016, 1.0218)  -0.089
C (4.5626, -2.1423, 2.6599)  -0.288
C (-1.6687, 2.6659, -4.9130)  -0.766
C (3.6254, 6.1599, 0.7687)  0.027
C (-0.4110, -2.2572, 5.0504)  -0.593
C (-1.5518, 1.3395, -2.8197)  -0.475
C (-4.9828, -1.0945, 2.2548)  -1.099
C (-2.0814, -8.2232, -8.0502)  -0.730
C (-2.6940, 0.9927, 4.1965)  -0.800
C (-1.6877, -4.6674, 2.4388)  -1.035
C (-3.3150, 0.3912, 2.8707)  0.059
C (-0.4350, 2.0835, -2.0300)  0.378
C (-4.8467, -3.6320, -0.3074)  -0.393
C (3.2592, 2.5518, 5.1642)  -0.750
C (3.3671, 1.9535, -2.3810)  -0.930
C (6.2600, 4.5595, 0.9064)  -0.530
C (5.0739, 6.6649, 0.3758)  -0.696
C (-2.3237, -2.0859, -4.5106)  -0.740
C (3.2726, 2.0907, -4.7959)  -0.827
H (-3.2057, -2.3204, -6.5030)  0.344
H (-4.5373, -4.4390, 0.3567)  0.293
H (-0.8172, -5.2652, 2.1685)  0.343
H (-1.0263, 2.0078, -5.4981)  0.284
H (-1.4972, -8.1416, -8.9668)  0.293
H (-1.6071, -4.0462, 4.9407)  0.539
H (4.4709, -1.6406, 1.6965)  0.271
H (-0.6289, -2.1626, -2.3740)  0.631
H (-3.4258, 1.5909, 4.7394)  0.353
H (7.2471, 4.4135, 1.3450)  0.227
H (5.3162, 6.6507, -0.6868)  0.387
H (-3.7296, -1.4126, 3.7878)  0.355
H (-0.5288, 1.8922, -0.9611)  -0.171
H (-2.0959, -1.3062, -1.8481)  -0.208
H (-0.3126, 5.4554, 0.0746)  0.440
H (0.6645, 7.5628, 0.2933)  0.406
H (-0.7677, -1.1750, 0.5115)  -0.025
H (2.4455, 2.3900, -5.4396)  0.273
H (-1.3258, -5.6421, -7.9046)  0.308
H (-1.3840, -1.6822, -4.8874)  0.356
H (-2.4263, 0.1959, 4.8905)  0.315
H (2.0438, 1.7000, -0.6468)  -0.346
H (-2.8146, -1.1624, -4.2033)  0.485
H (0.0866, -4.3193, 4.3634)  0.315
H (2.7975, 3.2886, 4.5070)  0.190
H (-2.2955, -5.2691, 3.1147)  0.445
H (3.2236, 1.0020, -4.8206)  0.359
H (-0.1690, 2.9859, 5.2422)  0.245
H (1.5785, -2.4451, 5.0714)  0.250
H (0.1604, 0.1693, 5.1025)  -0.521
H (-5.6534, -3.9723, -0.9568)  0.308
H (-2.2570, 0.9104, -2.1080)  0.069
H (1.9734, 3.1890, -1.6454)  0.104
H (3.5441, 0.9193, -2.6762)  0.397
H (-2.2244, -4.5678, 1.4954)  0.159
H (-1.0632, -1.5376, 4.5554)  -0.051
H (-3.3852, -1.5151, 0.7264)  0.121
H (4.0439, -1.4693, 3.3427)  -0.158
H (5.4700, 4.0423, 1.4509)  0.196
H (-1.0599, 1.7957, 6.1000)  0.412
H (-5.7647, -1.7502, 2.6380)  0.359
H (4.2173, 2.3193, -1.8051)  0.301
H (4.1033, 2.3733, -5.4425)  0.287
H (0.2011, -2.7457, 0.7539)  0.181
H (1.1463, -0.4109, 6.3773)  0.321
H (-2.5576, -0.0886, 2.2507)  -0.189
H (-1.1545, 3.6252, -4.8556)  0.297
H (-2.7972, -9.0250, -8.2318)  0.252
H (-2.5235, 2.8717, -5.5572)  0.300
H (2.0295, 0.6157, 3.7930)  0.310
H (1.1134, 1.6459, -3.3795)  0.239
H (5.5819, -2.3879, 2.9578)  0.310
H (-0.7845, -2.3394, 6.0712)  0.313
H (-0.6014, 3.1556, -2.1357)  0.259
H (-2.0643, -4.4845, -5.1167)  0.282
H (6.2857, 4.2717, -0.1446)  0.280
H (-1.4599, -8.5564, -7.2191)  0.319
H (3.7076, 3.0715, 6.0109)  0.330
H (1.1709, 4.7517, -0.2648)  -0.009
H (-1.1780, 0.4382, -3.3055)  0.279
H (3.1416, -0.2113, 4.9409)  0.210
H (1.3904, 7.0770, 1.8286)  0.329
H (3.5374, 5.0744, 0.7244)  -0.048
H (5.0985, 7.7310, 0.6017)  0.342
H (2.8522, 7.8053, -0.3210)  0.282
H (-4.1288, -3.4321, -1.1029)  -0.042
H (-1.8671, 3.1903, 5.7455)  0.341
H (-3.8218, -2.8681, 1.8903)  -0.090
H (3.5403, 6.3853, 1.8317)  0.176
H (-0.0178, -1.6241, 2.1076)  -0.526
H (-3.9925, -3.2579, -5.1381)  0.395
H (1.4769, 2.9382, 1.1305)  0.083
H (-5.4115, -0.3078, 1.6341)  0.383
H (-4.0470, -4.9374, -6.5724)  0.363
H (4.0350, 2.1273, 4.5269)  0.335
H (-1.7339, -6.4099, -6.4029)  0.285
H (-0.2937, 3.1511, 0.9367)  0.260
H (-3.8179, 1.1550, 2.2777)  0.529
H (-1.6963, -2.9675, -1.2618)  0.312
H (-3.1101, -4.1302, -7.8217)  0.259
H (0.2990, 2.9002, 2.5289)  -0.138

Values from the calculation:
LUMO (spin up / spin down): 2.334 / 2.334 eV
<S²>: 0.75
Total charge: -1
2S+1: 2
Electronic energy: -2703.8893 Eh
HOMO (spin up / spin down): -0.74 / -4.49 eV